40
Properties=species:S:1:pos:R:3:forces:R:3 method="wB97M-V/def2-TZVPD" largest_force_ev_per_a=4.5 spin_multiplicity=2 orbital_gap_ev="10.61 / 5.82" homo_ev="-11.0 / -10.9" e_above_lowest_kcal_mol=39.2
Ag 0.014 -0.141 -0.418 1.4315 -0.4044 1.0866
C -2.796 -3.467 -0.602 -0.6014 -0.0423 -0.0956
F -3.307 -2.296 -0.211 0.2332 -0.2245 0.4290
F -3.086 -4.453 0.223 0.3043 0.5566 0.3150
F -3.400 -3.778 -1.747 0.6488 0.1873 -0.4976
S -0.916 -3.288 -0.863 0.7843 -0.5348 -1.4937
O -0.387 -4.610 -0.706 -0.2797 0.6127 0.7694
O -0.732 -2.771 -2.203 -0.6934 1.0410 1.3497
N -0.328 -2.145 0.360 -2.0555 -1.4665 -3.5782
S -0.037 -3.089 1.602 2.8763 -1.9634 2.8185
O -1.115 -3.970 1.969 -0.1894 1.3690 -0.2124
O 1.263 -3.744 1.575 -0.9038 1.2755 -0.2781
C 0.182 -1.757 2.900 -0.0031 -0.5421 -0.2888
F -0.869 -0.936 2.869 0.0914 0.0162 0.3040
F 0.291 -2.373 4.062 -0.3765 0.0900 0.2417
F 1.300 -1.050 2.719 -0.2924 0.0612 -0.3620
C 0.019 2.916 2.507 0.4630 -0.5702 -0.8322
F 1.330 2.965 2.631 0.0161 0.2127 -0.0524
F -0.375 1.702 2.887 -0.2154 0.5053 0.3541
F -0.538 3.887 3.188 -0.2600 -0.2095 0.0699
S -0.539 3.022 0.683 -1.7499 -0.1640 -1.4759
O -1.774 2.236 0.663 0.8767 0.3076 0.4824
O -0.700 4.389 0.227 1.0543 -1.7107 0.7397
N 0.567 1.998 -0.163 -1.0409 2.7282 1.3908
S 1.907 2.864 -0.486 2.7703 -0.1304 -0.5164
O 2.157 4.083 0.235 -1.6158 -0.3741 -0.5120
O 3.040 1.986 -0.454 -0.1539 -0.9641 -0.4850
C 1.736 3.263 -2.328 -0.2509 -0.1163 1.1591
F 0.581 3.864 -2.548 -0.0170 0.5828 -0.1477
F 2.773 3.992 -2.689 -0.1916 0.2657 -0.0867
F 1.731 2.144 -3.042 0.2301 -0.5294 -0.1649
O 2.343 -0.735 -0.170 0.0348 -0.0655 -0.0606
H 3.077 -0.129 -0.350 -0.3709 0.4070 0.0491
H 2.752 -1.573 0.085 -0.4514 -0.1078 0.0683
O 0.377 -0.353 -2.662 -0.0294 0.1646 -0.9887
H -0.441 -0.652 -3.079 0.1434 -0.3032 0.1123
H 0.860 0.103 -3.361 0.1178 0.0902 0.2568
O -2.037 0.356 -1.081 -0.5286 0.4670 0.2430
H -2.149 1.155 -0.516 -0.0408 -0.0718 0.0808
H -2.773 0.386 -1.703 0.2351 -0.4455 -0.1914

17
Properties=species:S:1:pos:R:3:forces:R:3 method="wB97M-V/def2-TZVPD" largest_force_ev_per_a=4.4 spin_multiplicity=1 smiles="CCSC(=S)CC" orbital_gap_ev=8.59 homo_ev=-8.7 e_above_lowest_kcal_mol=53.9
C 2.799 0.420 0.359 3.9522 -0.7861 1.6880
C 1.967 -0.288 -0.707 0.6846 1.5740 -1.4435
S 0.557 -1.204 0.039 -0.7861 3.0340 -0.2690
C -0.560 0.256 0.288 -1.0201 -1.3644 -0.0723
S -0.243 1.780 -0.137 0.1327 -0.2051 0.1499
C -2.030 -0.142 0.784 2.5165 -1.1181 -2.6055
C -2.853 -0.292 -0.539 -0.6819 -2.0155 -0.0504
H 3.122 -0.436 1.072 0.3352 1.3912 -1.1772
H 2.301 0.991 1.053 -2.2731 1.2838 1.1414
H 3.753 1.301 0.276 -2.4178 -3.1727 -0.9985
H 1.817 0.496 -1.579 -0.6681 -2.0238 1.5927
H 2.487 -1.162 -1.092 0.5272 0.2713 -0.3379
H -2.225 0.595 1.471 -1.2865 1.7990 1.4321
H -1.885 -1.072 1.292 -0.3684 -0.7887 0.3777
H -2.157 -1.070 -1.065 -1.4898 1.7337 0.0251
H -3.952 -0.919 -0.495 3.0225 2.2567 0.2601
H -2.897 0.746 -1.020 -0.1791 -1.8693 0.2872

138
Properties=species:S:1:pos:R:3:forces:R:3 method="wB97M-V/def2-TZVPD" largest_force_ev_per_a=3.8 spin_multiplicity=1 smiles="O=C1C=CC(=O)C=C1.O=C1C=CC(=O)C=C1.O=C1C=CC(=O)C=C1.O=C1C=CC(=O)C=C1.CCOS(C)(=O)=O.CCOS(C)(=O)=O.CCOS(C)(=O)=O.CCOS(C)(=O)=O.CCOS(C)(=O)=O.CCOS(C)(=O)=O" orbital_gap_ev=8.01 homo_ev=-9.7
O 0.845 5.140 3.615 -0.4446 0.3231 0.7595
C 0.452 4.525 4.590 0.0486 -1.6738 -0.4133
C -0.932 3.902 4.606 -0.0591 0.5723 -0.2243
C -1.186 2.731 5.201 -0.9000 0.8742 -1.0914
C -0.150 2.067 5.945 1.9475 -1.0208 0.7359
O -0.296 0.920 6.337 -0.0123 0.4045 0.1052
C 1.190 2.776 6.173 -1.0213 1.1267 -0.8568
C 1.408 3.988 5.602 -0.3898 -1.0128 0.7521
H -1.668 4.414 3.987 0.1073 -0.1901 0.0148
H -2.130 2.180 5.032 0.6247 0.4447 0.3592
H 1.938 2.224 6.740 -0.2585 0.2427 -0.0263
H 2.321 4.535 5.746 0.3602 0.0528 -0.1093
O -2.966 -5.825 -2.406 0.0061 0.7528 -0.0194
C -3.492 -4.961 -1.737 -0.7571 1.9833 0.2115
C -3.493 -3.411 -2.109 0.0575 -1.6257 -0.6030
C -4.125 -2.476 -1.377 0.4612 -1.1049 -1.0004
C -4.910 -2.833 -0.208 -1.4161 -0.4258 1.7401
O -5.557 -1.999 0.438 1.0790 -1.6301 -1.1763
C -5.000 -4.338 0.133 0.1524 0.5790 0.2658
C -4.319 -5.288 -0.549 -0.6430 1.3450 0.4515
H -3.065 -3.228 -3.121 -0.2039 0.1080 1.0202
H -4.232 -1.460 -1.675 0.2430 0.6136 -0.2973
H -5.660 -4.527 1.017 0.7349 -0.0850 -0.9708
H -4.396 -6.325 -0.311 0.0057 -0.5813 0.2621
O 0.158 4.495 -2.839 1.1029 -1.5259 0.2688
C -0.660 5.362 -2.843 -0.8697 1.7224 -1.2421
C -0.687 6.363 -3.961 1.9538 -0.6984 0.2153
C -1.488 7.393 -4.006 -1.5827 -0.9076 2.0433
C -2.556 7.563 -2.989 -0.0140 -0.9129 0.4723
O -3.366 8.464 -3.000 0.2614 -0.0646 -0.0746
C -2.625 6.475 -1.931 -0.2037 0.3032 0.4574
C -1.716 5.489 -1.846 -0.8229 -0.2845 0.4009
H 0.147 6.307 -4.662 -0.2855 -0.3580 0.0057
H -1.493 8.035 -4.788 0.1562 2.1753 -2.1881
H -3.470 6.587 -1.227 0.6008 -0.2639 -0.4376
H -1.741 4.642 -1.145 -0.2411 0.7072 0.0137
O 2.203 -3.889 2.503 0.3498 0.2809 -0.7183
C 2.187 -2.696 2.751 -0.0399 -0.3222 1.7212
C 1.382 -2.274 3.944 -0.0782 -0.0802 -0.1550
C 1.244 -0.996 4.299 0.6504 0.6933 -1.7678
C 2.065 0.097 3.554 -0.4608 -1.0183 -0.2795
O 2.067 1.257 3.916 -0.0057 -0.6705 -0.2423
C 2.851 -0.366 2.319 -0.7870 -0.3618 1.2049
C 2.920 -1.667 2.008 0.6173 0.4474 -1.3421
H 0.853 -3.109 4.432 0.1182 0.5949 -0.2984
H 0.433 -0.657 4.909 0.1483 0.2039 0.8385
H 3.340 0.376 1.708 0.1412 0.1708 0.0801
H 3.511 -1.967 1.114 -0.5964 0.0810 0.7343
C 3.271 -0.489 -4.990 -1.6507 -0.3719 1.1877
C 4.365 -0.090 -4.026 1.0919 -0.1192 -0.8116
O 3.789 0.117 -2.681 -0.3456 -0.8433 -2.2100
S 4.581 1.000 -1.700 1.0920 -1.9535 1.7496
C 4.156 2.591 -2.205 -0.1479 0.5051 -2.0847
O 4.037 0.628 -0.415 -0.0480 1.0419 -0.4342
O 5.979 0.739 -1.909 -0.2665 0.8341 -0.0467
H 3.526 -0.232 -6.026 -0.1254 -0.3677 0.3534
H 2.411 0.103 -4.648 0.0882 0.5301 -0.6138
H 2.804 -1.490 -4.834 1.1758 0.2289 -0.4279
H 5.248 -0.782 -3.995 -1.0406 0.4664 0.3977
H 4.759 0.851 -4.465 -0.1073 -0.1965 0.8511
H 4.471 2.684 -3.272 0.1440 -0.0986 0.8161
H 4.667 3.323 -1.637 0.5564 0.6891 0.6663
H 3.100 2.805 -2.255 -0.3970 -0.2664 0.5573
C -5.194 0.724 2.522 2.8021 0.9172 -0.8614
C -4.024 1.786 2.346 -1.4302 -0.8167 0.6950
O -4.571 2.994 1.674 -0.5808 -1.2867 1.0985
S -3.948 3.333 0.312 1.4481 1.5749 0.8913
C -4.342 2.097 -0.765 0.7844 -0.8893 -0.6235
O -4.522 4.519 -0.167 -1.4069 1.6856 -0.4029
O -2.539 3.377 0.548 1.0926 -0.6607 -0.4394
H -4.783 0.010 3.238 -0.4795 -0.0914 0.0873
H -5.213 0.233 1.547 -0.6078 -0.1838 0.2057
H -6.126 1.168 2.802 -0.4175 0.1483 0.2755
H -3.560 2.089 3.292 -0.4607 0.3114 -0.2509
H -3.227 1.307 1.783 -0.0520 0.3353 -0.2798
H -3.703 1.299 -0.463 -0.3296 -1.5287 0.4144
H -3.845 2.380 -1.662 0.1659 0.6387 -1.0295
H -5.383 1.945 -0.955 -0.4716 -0.3003 0.3155
C -0.334 -2.638 -3.498 0.2828 -0.3326 -1.8536
C 0.151 -4.073 -3.476 0.1342 0.0014 0.9430
O 0.856 -4.386 -2.257 0.4038 -0.0169 1.3374
S 2.256 -3.705 -2.033 0.7344 1.2546 0.2874
C 3.022 -4.917 -0.974 0.9886 -0.6134 -0.8700
O 2.857 -3.611 -3.353 0.0064 -0.0623 1.1429
O 2.155 -2.488 -1.231 -0.2305 -1.3599 -0.9965
H -0.843 -2.582 -4.476 -0.1745 0.2770 0.3300
H 0.496 -1.924 -3.595 -0.2157 -0.2016 0.4471
H -1.040 -2.379 -2.721 0.1537 0.0269 0.2735
H -0.636 -4.803 -3.379 -0.5987 -0.0104 -0.5282
H 0.855 -4.353 -4.246 -0.2484 0.2829 -0.6747
H 3.576 -5.691 -1.550 -0.1777 0.8797 0.1112
H 2.305 -5.466 -0.425 -1.2720 -0.2532 0.5045
H 3.640 -4.428 -0.227 0.2066 0.2739 -0.3186
C 1.883 3.132 0.873 0.2874 0.8997 -0.4637
C 2.891 4.285 0.735 1.2349 0.4545 0.9267
O 2.664 5.026 -0.484 -0.1164 -1.0506 -0.4769
S 2.173 6.505 -0.512 1.7878 1.8889 -1.6382
C 0.707 6.513 0.358 -0.4892 0.6789 1.7476
O 3.117 7.371 0.147 -0.3436 -0.6382 0.1242
O 1.928 6.752 -1.911 -0.2200 -0.2171 0.7288
H 1.851 2.701 1.890 0.0181 0.3453 -0.4576
H 2.306 2.385 0.172 -0.8559 0.0405 0.3615
H 0.884 3.512 0.552 0.6154 -0.6460 0.3277
H 3.003 5.075 1.524 -0.4242 -1.1142 -0.1525
H 3.897 3.818 0.597 -0.5997 0.5700 0.2334
H 0.084 7.340 0.036 0.0040 -0.0471 -0.2065
H 0.873 6.592 1.442 0.2544 0.1238 -0.3243
H 0.263 5.574 0.224 -1.0982 -1.1880 -0.5223
C 0.576 1.018 -2.033 -0.0237 0.6838 1.2180
C 0.150 0.715 -0.563 2.5089 2.3028 0.4627
O -0.873 -0.176 -0.560 -2.5514 -1.9741 0.0225
S -1.480 -0.827 0.756 0.4297 -0.8706 -0.8994
C -0.776 -2.424 0.663 0.5367 -0.2743 1.1469
O -1.079 -0.192 1.952 0.8716 1.0781 0.9368
O -2.871 -0.900 0.490 -1.1059 -0.0646 -0.2225
H 1.119 1.983 -1.934 -0.1113 -0.6471 -0.4916
H -0.259 1.194 -2.731 0.1006 -0.1100 0.5093
H 1.220 0.219 -2.415 -0.0877 0.2484 0.1324
H 1.016 0.288 -0.008 -0.2132 0.2278 -0.4473
H -0.157 1.621 0.037 0.2666 -0.6340 -0.9856
H -0.932 -2.760 -0.336 -0.0903 -0.4219 -0.6937
H -1.324 -3.101 1.370 0.7023 0.6913 -0.5410
H 0.329 -2.352 0.853 -1.1318 -0.1396 -0.0907
C 1.689 -7.913 2.910 -1.8621 -1.3435 -3.0632
C 0.950 -6.736 2.280 0.2037 -1.6138 -0.4896
O 0.754 -6.904 0.813 -0.8115 -0.6007 0.3878
S -0.752 -6.740 0.268 0.1552 0.6155 0.6906
C -0.497 -7.462 -1.346 -0.5076 -1.0610 0.0165
O -1.671 -7.539 1.045 0.5742 0.3623 -0.4560
O -1.011 -5.303 0.204 0.1193 -1.6709 -0.3960
H 2.642 -8.111 2.381 -0.7046 -0.2274 0.1339
H 0.921 -8.760 2.873 1.6354 0.5933 0.1897
H 1.926 -7.668 3.885 0.3072 0.4646 2.1758
H 0.007 -6.612 2.777 -0.5091 0.3224 0.0191
H 1.568 -5.915 2.339 0.7840 2.0603 0.2521
H -0.492 -8.594 -1.376 -0.1076 1.3735 0.6498
H 0.455 -7.116 -1.685 0.5759 0.4016 -0.3123
H -1.299 -7.103 -1.993 0.0875 0.0652 0.1556